1.
C24H43F5OP2RhTe | ωB97M-V/def2-TZVPD

Kohn-Sham gap (alpha / beta) = 4.010 / 4.534 eV
2S+1 = 5
relative energy (zero: lowest compared OMol25 entry of this formula, charge and spin) = 315.1 kJ/mol
⟨S²⟩ = 6.02
total charge = +1
electronic energy = -70084.017 eV

Each line ends with the Mulliken charge.
Positions of all 77 atoms, in Å:
Rh (-0.2808, -2.0653, 0.1177)  0.303
C (-1.7928, -2.8253, 1.4465)  1.150
C (-2.2406, -2.8287, 0.0994)  0.064
C (-0.2302, -4.0341, 0.2221)  0.410
C (-0.5365, -3.5191, 1.5308)  0.480
C (-1.2936, -3.5815, -0.6788)  0.671
C (-2.5993, -2.2588, 2.5588)  -0.742
H (-3.2053, -1.3944, 2.2571)  0.303
H (-1.9173, -1.9160, 3.3337)  -0.184
H (-3.2691, -3.0103, 3.0082)  0.348
C (0.2882, -3.7973, 2.7439)  -1.495
H (-0.3291, -3.8015, 3.6440)  0.322
H (1.0603, -3.0278, 2.8693)  0.223
H (0.7898, -4.7701, 2.6280)  0.519
C (1.0701, -4.6432, -0.1612)  -1.585
H (1.0668, -5.7230, -0.0468)  0.329
H (1.8435, -4.2212, 0.4806)  0.365
H (1.2932, -4.3602, -1.1851)  0.365
C (-1.2736, -3.7180, -2.1520)  -1.638
H (-1.3477, -4.7666, -2.4575)  0.348
H (-0.3444, -3.2879, -2.5410)  0.328
H (-2.0976, -3.1357, -2.5612)  0.385
C (-3.5620, -2.2690, -0.3409)  -1.510
H (-4.2474, -3.1124, -0.4920)  0.382
H (-3.4982, -1.6713, -1.2515)  0.329
H (-3.9756, -1.6224, 0.4360)  0.357
C (-0.5613, 1.5745, 2.1305)  -1.167
C (-1.8370, 1.9306, 2.0682)  -0.386
C (-2.7412, 1.4287, 0.9092)  -0.025
C (-2.1317, 1.5319, -0.5058)  -1.023
C (-1.2380, 0.4750, -0.9632)  0.066
C (0.1031, 0.2220, -0.7479)  -0.513
C (1.0897, 0.5008, 0.3693)  -0.656
C (0.6761, 1.6877, 1.3335)  1.568
H (-3.6537, 2.0497, 0.9102)  0.605
H (-1.7203, 2.5469, -0.6464)  -0.227
H (-3.0463, 0.3640, 1.0971)  -0.478
H (0.5257, 2.5902, 0.6497)  -1.397
H (-0.4296, 0.1626, 3.0398)  -0.113
H (-2.4088, 2.3746, 2.8956)  0.442
H (1.5479, 1.8013, 2.0270)  0.827
H (1.2756, -0.4545, 0.9471)  0.571
H (0.6375, -0.0493, -1.6760)  0.177
H (2.0500, 0.7742, -0.1376)  0.170
H (-3.0003, 1.4582, -1.1744)  0.718
H (-1.7340, -0.2612, -1.6210)  0.566
P (1.2797, 3.2663, -1.1478)  1.136
P (2.3921, 0.8732, -3.1637)  0.831
C (2.0476, 3.7032, -2.7603)  -0.888
C (3.0962, 2.6391, -3.1103)  -1.091
H (2.5224, 4.6951, -2.6310)  0.425
H (1.2192, 3.7505, -3.4974)  0.471
H (3.5389, 2.8067, -4.1075)  0.666
H (3.9329, 2.5936, -2.3854)  0.419
C (3.9549, 0.1900, -3.8498)  -1.254
H (3.7614, -0.8136, -4.2520)  0.410
H (4.7101, 0.1769, -3.0526)  0.381
H (4.2960, 0.8476, -4.6589)  0.417
C (1.5211, 1.0898, -4.7776)  -1.343
H (2.1650, 1.6589, -5.4629)  0.427
H (0.5689, 1.6210, -4.6233)  0.330
H (1.3558, 0.0873, -5.1965)  0.440
C (2.5216, 3.9313, 0.0167)  -1.293
H (2.2600, 3.6773, 1.0505)  0.426
H (2.5642, 5.0219, -0.0844)  0.515
H (3.5023, 3.5202, -0.2223)  0.361
C (0.0933, 4.6626, -0.9911)  -1.393
H (-0.4693, 4.7507, -1.9264)  0.415
H (0.6675, 5.5804, -0.8234)  0.483
H (-0.5804, 4.4900, -0.1441)  0.426
F (-1.2689, -2.1308, 5.6918)  -0.472
Te (-0.7748, -0.3106, 5.3986)  1.607
F (-1.5435, 0.2994, 7.0517)  -0.422
F (-0.2684, 1.4923, 4.9909)  -0.479
F (-2.5106, 0.0196, 4.6912)  -0.447
F (0.9873, -0.8109, 5.9899)  -0.472
O (-0.3171, -0.7258, 3.5747)  -0.584


2.
C24H43F5OP2TeTi | ωB97M-V/def2-TZVPD

Kohn-Sham gap (alpha / beta) = 6.506 / 3.510 eV
2S+1 = 2
⟨S²⟩ = 0.76
total charge = +1
electronic energy = -90196.551 eV

Each line ends with the Mulliken charge.
Positions of all 77 atoms, in Å:
Ti (-1.9283, 0.9505, 2.1950)  -0.447
C (0.6025, 0.1549, 4.0960)  0.645
C (1.7448, 0.6607, 3.4473)  0.469
C (-0.0074, 2.0536, 2.8780)  1.717
C (-0.4886, 1.0628, 3.8708)  0.998
C (1.4035, 1.8450, 2.7538)  0.162
C (0.5642, -1.0705, 4.9065)  -1.845
H (1.3130, -1.8172, 4.6127)  0.339
H (-0.4199, -1.5528, 4.8633)  0.238
H (0.7690, -0.8225, 5.9558)  0.379
C (-1.6329, 1.3022, 4.8071)  -1.168
H (-1.9576, 0.4191, 5.3804)  0.436
H (-2.5184, 1.6552, 4.2293)  0.222
H (-1.3739, 2.0842, 5.5505)  0.304
C (-0.7449, 3.3167, 2.5976)  -1.653
H (-0.6472, 4.0201, 3.4551)  0.274
H (-1.8356, 3.1101, 2.3682)  0.257
H (-0.3714, 3.8003, 1.6912)  0.528
C (2.3298, 2.6720, 1.9420)  -1.680
H (2.9299, 3.3381, 2.5908)  0.413
H (1.7633, 3.2891, 1.2272)  0.328
H (3.0411, 2.0197, 1.4031)  0.252
C (3.1150, 0.0956, 3.5272)  -1.811
H (3.7157, 0.4765, 4.3622)  0.360
H (3.6834, 0.3516, 2.6344)  0.398
H (3.0764, -0.9927, 3.6102)  0.348
C (0.4479, -2.3633, 0.9265)  -0.549
C (1.7561, -2.2994, 1.2215)  -0.562
C (2.8995, -1.7812, 0.3919)  -0.612
C (2.5166, -1.1473, -1.0037)  -0.684
C (1.9492, 0.2127, -0.8804)  -0.438
C (0.6607, 0.5455, -0.6286)  -0.043
C (-0.4960, -0.3246, -0.3646)  4.854
C (-0.2767, -1.8526, -0.2388)  -0.344
H (3.6119, -2.6228, 0.2408)  0.504
H (1.9019, -1.8915, -1.5267)  -0.222
H (3.4850, -1.0211, 0.9543)  0.115
H (0.1330, -2.2059, -1.1766)  -0.416
H (-0.1881, -2.8949, 1.6246)  0.447
H (2.0939, -2.9151, 2.0789)  0.413
H (-1.2837, -2.2654, -0.1663)  0.349
H (-1.0461, 0.0303, 0.5544)  -4.096
H (0.4915, 1.6016, -0.4344)  0.598
H (-1.2621, -0.1545, -1.1550)  0.168
H (3.4728, -1.0963, -1.5543)  0.587
H (2.7260, 1.0058, -0.9003)  0.425
P (-0.6879, -1.1346, -3.4422)  1.080
P (-0.8022, 1.8851, -4.1055)  0.484
C (-0.8249, -0.6850, -5.2682)  -0.853
C (-1.3708, 0.7381, -5.4393)  -1.026
H (-1.5085, -1.3898, -5.7898)  0.481
H (0.1769, -0.7373, -5.7425)  0.442
H (-1.1161, 1.2257, -6.4030)  0.644
H (-2.4666, 0.7870, -5.3584)  0.458
C (-1.4563, 3.4096, -4.9229)  -1.097
H (-1.0843, 4.3060, -4.4012)  0.385
H (-2.5499, 3.3672, -4.8264)  0.395
H (-1.1605, 3.3979, -5.9867)  0.363
C (0.9686, 2.0944, -4.7604)  -1.132
H (0.9303, 2.1031, -5.8732)  0.434
H (1.5966, 1.2604, -4.3870)  0.245
H (1.3618, 3.0538, -4.3620)  0.417
C (-2.3212, -1.9525, -3.2818)  -1.399
H (-2.3885, -2.3309, -2.2554)  0.366
H (-2.4000, -2.7875, -3.9885)  0.501
H (-3.1258, -1.2268, -3.4447)  0.370
C (0.3282, -2.6076, -3.7631)  -1.589
H (1.2092, -2.3443, -4.3566)  0.433
H (-0.2347, -3.3912, -4.2849)  0.478
H (0.7016, -3.0424, -2.8472)  0.444
F (-2.6148, -1.5400, 4.7127)  -0.502
Te (-3.3721, -1.9561, 2.9246)  1.326
F (-4.4696, -3.4823, 3.7516)  -0.522
F (-3.5056, -2.4539, 0.9342)  -0.596
F (-1.8201, -3.0780, 2.8962)  -0.440
F (-3.9586, 0.2794, 3.0513)  -0.691
O (-1.7531, -0.7500, 2.1015)  0.144


3.
C24H43FP2Pb | ωB97M-V/def2-TZVPD

Kohn-Sham gap (alpha / beta) = 3.844 / 3.819 eV
relative energy (zero: lowest compared OMol25 entry of this formula, charge and spin) = 538.2 kJ/mol
total charge = +2
electronic energy = -52105.789 eV

Each line ends with the Mulliken charge.
Positions of all 71 atoms, in Å:
Pb (-0.8207, 0.0044, 0.1537)  1.130
C (-0.7518, -2.0703, 2.9930)  0.371
C (0.6147, -2.2216, 2.6103)  0.689
C (0.4961, -0.5517, 4.1926)  0.599
C (-0.8215, -1.0372, 3.9708)  0.872
C (1.3844, -1.2821, 3.3550)  0.420
C (-1.8929, -2.8647, 2.4947)  -1.414
H (-1.6986, -3.2660, 1.4911)  0.327
H (-2.8121, -2.2634, 2.4619)  0.401
H (-2.0912, -3.7249, 3.1549)  0.369
C (-2.0378, -0.5777, 4.6673)  -1.456
H (-2.9329, -0.7725, 4.0651)  0.350
H (-1.9811, 0.4981, 4.8764)  0.396
H (-2.1674, -1.0934, 5.6316)  0.351
C (0.8728, 0.4926, 5.1637)  -1.426
H (1.0194, 0.0747, 6.1717)  0.353
H (0.0873, 1.2553, 5.2361)  0.381
H (1.8089, 0.9798, 4.8688)  0.365
C (2.8514, -1.1287, 3.3121)  -1.650
H (3.3450, -1.7469, 4.0789)  0.356
H (3.1394, -0.0860, 3.4978)  0.415
H (3.2527, -1.4327, 2.3376)  0.376
C (1.1392, -3.2130, 1.6492)  -1.382
H (1.3451, -4.1760, 2.1468)  0.401
H (2.0805, -2.8701, 1.2000)  0.386
H (0.4216, -3.4140, 0.8403)  0.222
C (-2.3131, 0.1940, -1.3300)  -0.322
C (-2.2793, -0.7938, -2.4183)  -0.464
C (-1.0440, -1.4235, -3.0220)  -0.909
C (0.2862, -1.5665, -2.2548)  -1.259
C (0.6262, -0.5347, -1.2082)  0.083
C (0.7250, 0.9371, -1.6410)  -0.471
C (-0.4566, 1.6752, -2.3731)  -1.029
C (-1.9102, 1.5932, -1.8504)  -1.258
H (-0.8084, -0.8808, -3.9589)  0.402
H (1.0942, -1.6139, -3.0063)  0.359
H (-1.3149, -2.4398, -3.3652)  0.552
H (-2.5776, 1.8904, -2.6774)  0.575
H (-3.2824, 0.2198, -0.8035)  0.688
H (-2.7929, -0.3190, -3.2879)  0.183
H (-2.0548, 2.3499, -1.0664)  0.480
H (-0.1869, 2.7436, -2.4010)  0.468
H (1.4519, 0.8618, -2.4740)  0.643
H (-0.4472, 1.3427, -3.4229)  0.416
H (0.3038, -2.5500, -1.7620)  0.358
H (1.5439, -0.8351, -0.6791)  0.762
P (-3.9709, -2.1290, -3.0906)  0.176
P (3.9519, 2.7994, 0.0976)  0.282
C (1.4811, 1.8223, -0.5812)  -0.677
C (2.5756, 2.7324, -1.1543)  -1.114
H (1.9390, 1.1573, 0.1720)  0.087
H (0.7531, 2.4324, -0.0131)  0.487
H (2.9865, 2.3337, -2.0937)  0.585
H (2.1837, 3.7478, -1.3141)  0.450
C (3.7328, 4.5164, 0.7196)  -1.111
H (3.9371, 4.4848, 1.7983)  0.329
H (2.7017, 4.8527, 0.5590)  0.353
H (4.4460, 5.1942, 0.2363)  0.352
C (5.3931, 3.0270, -1.0173)  -1.000
H (5.7505, 4.0624, -0.9787)  0.315
H (5.1391, 2.7378, -2.0433)  0.303
H (6.1804, 2.3597, -0.6409)  0.307
C (-5.2930, -0.8660, -3.1446)  -0.886
H (-6.2279, -1.4081, -2.9440)  0.388
H (-5.3529, -0.3641, -4.1191)  0.323
H (-5.1347, -0.1366, -2.3404)  0.249
C (-3.7458, -2.3788, -4.8931)  -1.011
H (-2.7251, -2.7345, -5.0910)  0.332
H (-3.9637, -1.4720, -5.4748)  0.352
H (-4.4489, -3.1814, -5.1691)  0.383
F (-0.7027, 2.0476, 0.9014)  -0.713


4.
C24H43InNO10S | ωB97M-V/def2-TZVPD

Kohn-Sham gap = 6.321 eV
relative energy (zero: lowest compared OMol25 entry of this formula, charge and spin) = 0.0 kJ/mol
total charge = -1
electronic energy = -63561.621 eV

Each line ends with the Mulliken charge.
Positions of all 80 atoms, in Å:
C (-1.8731, -0.0354, -0.4445)  -0.908
C (-1.6795, 1.3613, -1.0643)  -0.438
C (-0.2090, 1.7410, -1.3286)  -0.267
C (0.0685, 3.2443, -1.0820)  -0.373
N (1.2435, 3.3966, -0.2082)  -0.588
In (1.0463, 2.7458, 1.7963)  0.741
S (-1.2875, 3.1694, 2.6189)  -0.579
C (2.4848, 3.8556, 3.0800)  -1.405
C (3.5932, 3.0289, 3.7416)  -0.057
C (3.0854, 1.7252, 4.3899)  -0.143
C (4.1719, 0.6973, 4.5137)  0.379
O (5.2898, 0.8978, 4.9002)  -0.554
O (3.7984, -0.5755, 4.1522)  -0.551
H (-2.0840, -0.7817, -1.2161)  0.141
H (-0.9767, -0.3467, 0.1003)  0.365
H (-2.7262, -0.0497, 0.2375)  0.225
H (-2.1948, 1.3500, -2.0331)  0.235
H (-2.1664, 2.1245, -0.4538)  0.336
H (0.0553, 1.5302, -2.3710)  -0.114
H (0.4608, 1.1763, -0.6732)  0.341
H (0.3194, 3.7056, -2.0475)  0.248
H (-0.8356, 3.7342, -0.6936)  0.288
H (1.5544, 4.3629, -0.2391)  0.179
H (1.3349, 0.9794, 1.8250)  -0.391
H (-1.3733, 2.2032, 3.5380)  0.032
H (2.9619, 4.5793, 2.4053)  0.398
H (1.9449, 4.4516, 3.8235)  0.334
H (4.0782, 3.5996, 4.5460)  0.289
H (4.3883, 2.8083, 3.0211)  0.065
H (2.7301, 1.9322, 5.4050)  0.204
H (2.2779, 1.2835, 3.8073)  0.158
H (3.4197, -0.5577, 3.2593)  0.345
O (10.7002, 0.6305, 0.7876)  -0.595
C (9.6856, 0.6951, 1.4220)  0.460
O (8.5779, 1.3058, 0.9509)  -0.367
C (7.5420, 1.3208, 1.9581)  -0.284
C (7.8919, 0.1806, 2.9048)  -0.320
C (9.4165, 0.1659, 2.8190)  -0.445
H (7.5615, 2.2922, 2.4552)  0.197
H (6.5825, 1.2023, 1.4621)  0.272
H (7.4896, 0.3264, 3.9035)  0.269
H (7.4926, -0.7575, 2.5164)  0.250
H (9.8772, 0.8513, 3.5331)  0.257
H (9.8575, -0.8201, 2.9370)  0.307
O (-4.8300, -1.7649, -0.5016)  -0.526
C (-4.9775, -2.2505, -1.5796)  0.474
O (-4.1695, -1.9390, -2.6321)  -0.325
C (-4.6414, -2.5643, -3.8300)  -0.453
C (-5.4852, -3.7469, -3.3634)  -0.668
C (-6.0433, -3.2295, -2.0393)  0.147
H (-5.2308, -1.8336, -4.3905)  0.245
H (-3.7786, -2.8503, -4.4275)  0.341
H (-6.2411, -4.0421, -4.0891)  0.356
H (-4.8401, -4.6067, -3.1758)  0.285
H (-6.9714, -2.6699, -2.1735)  0.228
H (-6.1901, -4.0027, -1.2908)  -0.095
O (-0.3349, 3.0978, -4.7857)  -0.542
C (0.6005, 2.5200, -5.2464)  0.491
O (0.5356, 1.8257, -6.4170)  -0.375
C (1.7826, 1.1561, -6.6596)  -0.418
C (2.8233, 1.9252, -5.8500)  -0.586
C (1.9941, 2.4072, -4.6606)  -0.273
H (1.6869, 0.1202, -6.3256)  0.258
H (1.9691, 1.1653, -7.7314)  0.310
H (3.6856, 1.3192, -5.5801)  0.337
H (3.1782, 2.7811, -6.4264)  0.268
H (1.9650, 1.6767, -3.8501)  0.226
H (2.3136, 3.3656, -4.2628)  0.369
O (-5.6587, -4.7886, 0.7840)  -0.551
C (-6.7000, -4.7683, 1.3651)  0.614
O (-7.8139, -4.1949, 0.8409)  -0.319
C (-8.8843, -4.2120, 1.7970)  -0.462
C (-8.5408, -5.3408, 2.7646)  -0.448
C (-7.0143, -5.3056, 2.7492)  -0.578
H (-8.9164, -3.2389, 2.2914)  0.272
H (-9.8173, -4.3661, 1.2602)  0.297
H (-8.9839, -5.2044, 3.7487)  0.318
H (-8.8932, -6.2918, 2.3626)  0.260
H (-6.6086, -4.6038, 3.4796)  0.276
H (-6.5458, -6.2754, 2.8895)  0.313